[1]
Below is a structure of composition C41H88Br3CoF9N6O10 at a distorted geometry, with properties calculated with the ωB97M-V functional and the def2-TZVPD basis.

Structure (XYZ):
```
158
Properties=species:S:1:pos:R:3:lowdin_spin:R:1
Co -26.3136 -14.9323 -20.4042 2.0016
C -22.6021 -21.2051 -15.4358 0.0000
C -23.8043 -20.2971 -15.6561 0.0000
N -24.1301 -19.6194 -14.4624 0.0000
C -24.5831 -20.1174 -13.2653 0.0000
C -24.6438 -19.0794 -12.3355 0.0000
N -24.0416 -17.9681 -12.9000 0.0000
C -23.8439 -18.3210 -14.2308 0.0000
C -23.6655 -16.7149 -12.3229 0.0000
H -22.4071 -21.8344 -16.3041 0.0000
H -22.7666 -21.9011 -14.6131 0.0000
H -21.7577 -20.5937 -15.1176 0.0000
H -24.6522 -20.7723 -16.1493 0.0000
H -23.4689 -19.5604 -16.3861 0.0000
H -24.9261 -21.1348 -13.1485 0.0000
H -24.8806 -19.1117 -11.2822 0.0000
H -23.3657 -17.7339 -15.0009 0.0000
H -24.1574 -15.8311 -12.7291 0.0000
H -22.5936 -16.5828 -12.4703 0.0000
H -23.7729 -16.7070 -11.2382 0.0000
C -30.1811 -16.1938 -18.0290 -0.0001
O -29.9811 -14.7657 -18.2810 0.0000
O -29.0307 -16.6441 -18.6965 -0.0016
C -30.3695 -16.5064 -16.4978 0.0000
F -29.6563 -15.6487 -15.7579 0.0000
F -31.6409 -16.3723 -16.1423 0.0000
F -30.0027 -17.7350 -16.0804 0.0000
C -31.1098 -13.8835 -18.0669 0.0000
C -30.4084 -12.5903 -17.8652 0.0000
H -31.0596 -11.7163 -17.8512 0.0000
H -29.9517 -12.5824 -16.8755 0.0000
H -29.5188 -12.3716 -18.4558 0.0000
H -31.9006 -14.1139 -17.3531 0.0000
H -31.5815 -13.7364 -19.0385 0.0000
H -30.9861 -16.5710 -18.6598 0.0000
C -21.2232 -16.0833 -24.0106 0.0685
O -21.4877 -15.8335 -25.3762 0.0023
O -22.5078 -16.0930 -23.3969 0.8627
C -20.2918 -17.4064 -23.8838 0.0211
F -19.2495 -17.4669 -24.6880 0.0029
F -19.7689 -17.5025 -22.6720 0.0023
F -20.9562 -18.5000 -24.1800 0.0043
C -20.6427 -14.9781 -26.1428 0.0003
C -21.4228 -14.5739 -27.4318 0.0001
H -22.4720 -14.3972 -27.1951 0.0000
H -21.0104 -13.7273 -27.9807 0.0000
H -21.3813 -15.4649 -28.0583 0.0000
H -19.6861 -15.4124 -26.4335 0.0004
H -20.4067 -14.0199 -25.6799 0.0002
H -20.6584 -15.3099 -23.4902 0.0350
C -22.5324 -11.7098 -16.6643 0.0000
O -21.5331 -12.3093 -15.7884 0.0000
O -23.3741 -12.7605 -17.1025 0.0001
C -23.2278 -10.3966 -16.0970 0.0000
F -23.9142 -10.5215 -15.0066 0.0000
F -22.2825 -9.4606 -15.7218 0.0000
F -24.0581 -9.8606 -16.9929 0.0000
C -20.3130 -12.6652 -16.4112 0.0000
C -19.4004 -13.4029 -15.2916 0.0000
H -19.9662 -14.2058 -14.8189 0.0000
H -18.5147 -13.8556 -15.7373 0.0000
H -19.0447 -12.6850 -14.5526 0.0000
H -19.7013 -11.8174 -16.7199 0.0000
H -20.4214 -13.3384 -17.2616 0.0000
H -21.9314 -11.3643 -17.5055 0.0000
C -26.5286 -2.3584 -18.3858 0.0000
Br -26.1536 -1.0962 -16.9228 0.0000
Br -26.3543 -1.4035 -20.1366 0.0000
Br -28.3368 -3.0606 -18.0577 0.0000
H -25.8040 -3.1687 -18.3059 0.0000
C -18.3726 -6.2030 -19.2333 0.0000
C -19.3210 -5.2655 -19.9972 0.0000
C -18.8061 -4.8298 -21.3925 0.0000
C -18.9824 -5.8548 -22.4678 0.0000
C -18.1798 -5.4539 -23.6939 0.0000
C -18.3202 -6.4074 -24.9187 0.0000
H -17.7528 -6.8489 -19.8553 0.0000
H -18.8811 -6.8301 -18.5010 0.0000
H -17.7737 -5.4568 -18.7113 0.0000
H -20.3415 -5.6425 -20.0645 0.0000
H -19.3673 -4.3688 -19.3792 0.0000
H -17.7557 -4.5387 -21.4000 0.0000
H -19.3646 -3.9458 -21.7002 0.0000
H -18.5407 -6.7768 -22.0898 0.0000
H -20.0550 -5.9311 -22.6462 0.0000
H -18.3429 -4.4692 -24.1320 0.0000
H -17.1111 -5.3768 -23.4937 0.0000
H -17.5312 -6.2038 -25.6426 0.0000
H -18.2298 -7.4427 -24.5898 0.0000
H -19.2612 -6.2793 -25.4537 0.0000
C -8.7650 -13.1723 -9.5249 0.0000
C -9.5973 -12.0602 -10.1535 0.0000
C -10.8127 -12.6674 -11.0000 0.0000
O -10.3069 -13.5955 -11.9513 0.0000
C -11.3552 -14.1703 -12.7201 0.0000
N -10.0991 -11.2787 -9.0633 0.0000
H -7.9624 -12.7633 -8.9111 0.0000
H -8.2629 -13.7986 -10.2624 0.0000
H -9.4620 -13.8062 -8.9767 0.0000
H -8.9885 -11.3929 -10.7636 0.0000
H -11.3941 -11.9086 -11.5237 0.0000
H -11.4755 -13.1377 -10.2736 0.0000
H -11.9842 -13.4346 -13.2212 0.0000
H -11.9446 -14.8886 -12.1502 0.0000
H -10.7660 -14.7365 -13.4414 0.0000
H -9.4163 -11.0836 -8.3451 0.0000
H -10.1805 -10.3322 -9.4064 0.0000
C -24.7147 -3.2242 -5.7355 0.0000
C -25.5757 -2.8206 -6.9526 0.0000
C -25.6810 -4.0189 -7.8945 0.0000
O -26.5088 -3.6607 -8.9797 0.0000
C -26.3910 -4.5857 -10.0461 0.0000
N -26.8817 -2.6131 -6.3674 0.0000
H -24.5652 -2.3443 -5.1097 0.0000
H -23.7121 -3.4234 -6.1139 0.0000
H -25.0852 -4.0518 -5.1307 0.0000
H -25.2507 -1.9384 -7.5041 0.0000
H -25.9785 -4.9785 -7.4717 0.0000
H -24.6537 -4.2021 -8.2094 0.0000
H -26.7800 -5.5494 -9.7174 0.0000
H -25.4091 -4.6982 -10.5059 0.0000
H -27.0277 -4.2091 -10.8466 0.0000
H -26.9547 -3.3756 -5.7091 0.0000
H -27.5915 -2.8900 -7.0305 0.0000
C -26.2001 -10.3918 -24.3597 0.0000
C -27.6654 -10.7404 -24.3274 0.0000
C -28.2762 -10.4781 -25.7202 0.0000
O -29.6573 -10.7690 -25.7479 0.0000
C -30.3911 -10.3312 -26.9108 0.0000
N -27.8686 -12.1679 -23.9801 0.0000
H -26.0090 -9.3220 -24.2746 0.0000
H -25.7001 -10.6970 -25.2789 0.0000
H -25.6228 -10.8345 -23.5480 0.0000
H -28.1301 -10.0340 -23.6394 0.0000
H -27.7759 -11.0355 -26.5121 0.0000
H -27.9959 -9.4500 -25.9494 0.0000
H -30.1989 -10.9403 -27.7940 0.0000
H -30.2450 -9.2555 -27.0091 0.0000
H -31.4692 -10.4394 -26.7922 0.0000
H -27.4748 -12.5134 -24.8436 0.0000
H -28.8638 -12.2729 -24.1167 0.0000
C -15.6160 -8.6857 -6.4450 0.0000
C -16.1839 -10.1020 -6.7400 0.0000
C -16.8462 -10.2435 -8.1141 0.0000
O -18.0108 -9.4178 -8.2354 0.0000
C -18.5592 -9.4012 -9.5949 0.0000
N -15.1529 -11.0784 -6.5624 0.0000
H -15.0108 -8.4123 -7.3093 0.0000
H -14.9167 -8.5605 -5.6184 0.0000
H -16.4404 -7.9793 -6.3468 0.0000
H -16.9698 -10.3173 -6.0160 0.0000
H -17.1701 -11.2732 -8.2659 0.0000
H -16.0802 -10.0916 -8.8746 0.0000
H -19.1536 -10.3012 -9.7521 0.0000
H -17.7178 -9.3557 -10.2864 0.0000
H -19.1715 -8.5141 -9.7569 0.0000
H -14.9264 -10.9974 -5.5815 0.0000
H -14.3072 -10.8907 -7.0816 0.0000
```

2S+1 = 4
Molecular weight = 1294.8 g mol⁻¹
Charge = 0
LUMO energy (alpha / beta) = -2.19 / -2.74 eV
<S²> = 3.76
Total energy = -12698.85311 hartree
Highest occupied orbital energy (alpha / beta) = -5.74 / -5.74 eV
Gap between HOMO and LUMO (alpha / beta) = 3.550 / 2.993 eV


[2]
Below is a cluster of 8 separate species, C41H95Cl4N7 in total at a distorted geometry, with properties calculated with the ωB97M-V functional and the def2-TZVPD basis.

Structure (XYZ):
```
147
Properties=species:S:1:pos:R:3:lowdin_charge:R:1
C 0.0603 -6.9097 10.3610 -0.1049
C 1.5023 -7.0435 9.8105 -0.2443
N 2.2970 -5.7837 9.9641 -0.1750
C 3.6089 -6.0421 9.2469 -0.2581
C 4.7166 -4.9660 9.2982 -0.0984
C 2.4175 -5.1730 11.3181 -0.2204
C 3.1461 -6.1282 12.3257 -0.0751
H -0.4805 -6.0145 10.0541 0.0718
H -0.1016 -7.0635 11.4279 0.0644
H -0.6048 -7.6032 9.8463 0.0607
H 2.0224 -7.9112 10.2162 0.1019
H 1.3107 -7.2344 8.7546 0.1067
H 4.0520 -6.9910 9.5490 0.0961
H 3.4530 -6.1169 8.1707 0.1018
H 4.9470 -4.7465 10.3407 0.0512
H 5.6842 -5.2335 8.8736 0.0704
H 4.3507 -4.0533 8.8277 0.0722
H 1.3671 -4.9860 11.5412 0.0918
H 2.7802 -4.1451 11.3182 0.1047
H 2.7255 -7.1147 12.5204 0.0626
H 3.2510 -5.6420 13.2956 0.0638
H 4.1335 -6.3819 11.9399 0.0562
C 16.1909 -15.4133 6.7462 -0.0880
C 15.3639 -14.5219 7.6640 -0.2704
N 15.8699 -13.2101 8.0483 -0.1615
C 17.1392 -13.1745 8.7581 -0.2963
C 17.0827 -13.7882 10.1419 -0.0787
C 15.8595 -12.3847 6.8191 -0.2544
C 14.5455 -11.7227 6.4116 -0.0975
H 15.7663 -16.4134 6.6589 0.0736
H 17.1750 -15.4855 7.2093 0.0710
H 16.1528 -15.0097 5.7344 0.0621
H 14.3261 -14.4487 7.3388 0.1120
H 15.3434 -15.1640 8.5445 0.0948
H 17.9942 -13.5210 8.1775 0.1043
H 17.5527 -12.1668 8.7968 0.1086
H 18.0759 -13.5858 10.5426 0.0749
H 16.3321 -13.2496 10.7204 0.0787
H 16.8173 -14.8422 10.0602 0.0631
H 16.3889 -12.8642 5.9958 0.1045
H 16.4667 -11.4934 6.9773 0.1029
H 13.8025 -12.4611 6.1106 0.0528
H 14.5808 -10.9271 5.6674 0.0720
H 13.8385 -11.4087 7.1795 0.0714
C 13.1890 -4.9329 -5.5295 -0.0798
C 11.9925 -4.4952 -4.7380 -0.2872
N 12.0528 -3.0772 -4.4358 -0.1994
C 11.2337 -2.7214 -3.3463 -0.2936
C 11.8909 -2.9893 -1.9632 -0.0720
C 11.8042 -2.1910 -5.5857 -0.2399
C 10.6004 -2.6072 -6.4026 -0.0977
H 12.7545 -5.7256 -6.1385 0.0734
H 14.0355 -5.3370 -4.9743 0.0785
H 13.4721 -4.1958 -6.2810 0.0661
H 10.9729 -4.7133 -5.0560 0.1064
H 12.0701 -5.1712 -3.8865 0.1121
H 10.9980 -1.6597 -3.4186 0.1095
H 10.2841 -3.2566 -3.3456 0.1073
H 12.5128 -2.1257 -1.7273 0.0631
H 11.1158 -2.9380 -1.1986 0.0625
H 12.4446 -3.9231 -1.8659 0.0643
H 12.6529 -2.0887 -6.2620 0.1061
H 11.5515 -1.2201 -5.1596 0.1032
H 10.5389 -1.9153 -7.2426 0.0729
H 9.6442 -2.5858 -5.8797 0.0789
H 10.8046 -3.5768 -6.8566 0.0656
C 17.5031 -1.9993 -3.2108 -0.0940
C 18.7452 -1.9738 -2.2735 -0.2181
N 18.8176 -0.8090 -1.3669 -0.1755
C 19.0444 0.4846 -2.1232 -0.2513
C 20.3820 0.6887 -2.8312 -0.1123
C 17.7036 -0.5725 -0.4642 -0.2802
C 17.6408 -1.6559 0.6365 -0.0705
H 16.9843 -1.0458 -3.3093 0.0550
H 16.7414 -2.7107 -2.8919 0.0626
H 17.7190 -2.1907 -4.2620 0.0634
H 18.7390 -2.9193 -1.7312 0.1019
H 19.5853 -1.9832 -2.9679 0.0969
H 19.0696 1.3071 -1.4084 0.1083
H 18.3837 0.6382 -2.9764 0.1003
H 20.3824 1.6823 -3.2796 0.0726
H 20.6895 0.0151 -3.6311 0.0597
H 21.1489 0.5306 -2.0730 0.0724
H 17.6923 0.4684 -0.1408 0.1046
H 16.7968 -0.5608 -1.0689 0.1002
H 17.2547 -2.5588 0.1633 0.0607
H 18.6144 -1.8402 1.0906 0.0750
H 16.8764 -1.2678 1.3096 0.0676
C 20.1929 -7.5878 12.6114 -0.0724
C 21.6109 -7.1246 12.1891 -0.2816
N 21.5991 -6.4092 10.9161 -0.1827
C 22.6719 -6.8255 9.9398 -0.2379
C 22.7562 -8.3540 9.5300 -0.0753
C 21.6426 -4.9246 11.1350 -0.2345
C 21.4139 -4.2234 9.7947 -0.1100
H 20.2364 -8.1233 13.5598 0.0665
H 19.9039 -8.1807 11.7436 0.0696
H 19.5229 -6.7403 12.7557 0.0608
H 22.2209 -6.5736 12.9049 0.1076
H 22.1811 -8.0484 12.0916 0.0922
H 22.6511 -6.1880 9.0559 0.0816
H 23.6932 -6.6746 10.2895 0.1015
H 23.2988 -8.7266 10.3988 0.0546
H 21.7747 -8.8090 9.3970 0.0666
H 23.2811 -8.3349 8.5748 0.0670
H 22.6523 -4.6724 11.4588 0.1084
H 20.8650 -4.6360 11.8423 0.1133
H 20.4960 -4.4982 9.2751 0.0800
H 22.2853 -4.2519 9.1405 0.0596
H 21.3008 -3.1619 10.0148 0.0652
C 12.5858 -2.0131 10.3614 -0.0795
C 12.1972 -3.2842 9.5449 -0.1825
N 13.2672 -3.4340 8.4485 -0.2169
C 14.4736 -4.1245 8.7919 -0.2520
C 14.2070 -5.5962 9.3536 -0.0689
C 12.7651 -3.8735 7.1027 -0.2571
C 11.7939 -2.8259 6.5847 -0.0946
H 13.6093 -1.6713 10.5158 0.0640
H 12.3953 -2.4262 11.3519 0.0561
H 11.8850 -1.2097 10.1345 0.0647
H 12.1408 -4.1978 10.1368 0.0900
H 11.2523 -3.1273 9.0247 0.0857
H 15.1489 -4.0311 7.9415 0.1050
H 14.9534 -3.5447 9.5804 0.0968
H 13.8232 -5.5528 10.3729 0.0531
H 13.4442 -6.1379 8.7944 0.0579
H 15.1511 -6.1388 9.3056 0.0611
H 12.4073 -4.9008 7.0330 0.1064
H 13.6657 -3.7891 6.4945 0.1033
H 12.2410 -1.8329 6.6322 0.0761
H 10.8750 -2.9221 7.1630 0.0600
H 11.8121 -3.0182 5.5120 0.0717
C 6.7574 1.9148 13.3976 -1.9438
Cl 5.9487 2.4352 14.9061 0.4901
Cl 8.5359 2.2309 13.7565 0.4543
Cl 6.5038 0.1130 13.1383 0.4576
Cl 6.1307 2.7439 11.9867 0.5415
N 15.6563 1.1973 6.9089 -0.0128
C 15.0187 2.0484 6.0029 -0.1212
C 15.9302 2.2980 4.9603 -0.0929
C 17.1472 1.6025 5.3346 -0.1191
C 16.8790 0.8398 6.4468 -0.1625
H 15.1636 0.7543 7.6712 0.1411
H 13.9922 2.2952 6.2306 0.0972
H 15.7192 2.9595 4.1331 0.0800
H 17.9752 1.3914 4.6740 0.0836
H 17.5634 0.1626 6.9361 0.1062
```

Molecular weight = 828.1 g mol⁻¹
Charge = 0
LUMO energy = -0.14 eV
Relative energy (zero: lowest compared OMol25 entry of this formula, charge and spin) = 100.0 kcal/mol
Total energy = -3842.88581 hartree
SMILES = ClC(Cl)(Cl)Cl.c1cc[nH]c1.CCN(CC)CC.CCN(CC)CC.CCN(CC)CC.CCN(CC)CC.CCN(CC)CC.CCN(CC)CC
Highest occupied orbital energy = -8.06 eV
Gap between HOMO and LUMO = 7.921 eV